*one*
Density functional theory data (ωB97M-V with the def2-TZVPD basis set) for C15H17NO2 in the gas phase.

The geometry in XYZ format:
```
35
Properties=species:S:1:pos:R:3:mulliken_charge:R:1
C -1.9112 -0.9275 1.8665 -1.2090
C 0.9772 -1.6863 -0.6461 -0.1488
C 1.9680 -2.6168 -2.6101 -0.5648
H 0.5306 0.7946 0.4376 0.3765
C -0.2670 0.4148 -0.1719 -0.7960
C -0.5445 -1.4828 1.4005 -1.0391
C -1.2082 1.3564 2.6499 -1.8944
H 0.0597 -1.6774 -2.5846 0.4265
N -3.3844 1.0522 2.0401 -0.3216
O -5.5162 1.2543 1.9394 -0.6580
C 3.2795 -2.5304 -0.5542 -0.5949
H 4.1817 -2.7512 0.0356 0.3500
H -1.5354 2.1171 0.2724 0.3812
H -2.6549 -1.4171 1.2055 0.4173
H -3.4866 1.7943 2.7342 0.2478
C 2.1594 -1.9851 0.0719 -0.2440
H -5.5338 -0.1000 0.1359 0.3669
C -0.3043 -1.1025 -0.0613 0.6238
C -0.5777 2.0960 3.3992 0.0704
C 3.1860 -2.9195 -1.8998 -0.4752
H -1.9955 -1.2224 2.8913 0.4140
H 4.0500 -3.4171 -2.3464 0.3616
H 2.2732 -1.7033 1.1352 0.2538
H -0.0650 0.7100 -1.2071 0.4154
H -0.4843 -2.5642 1.4666 0.4242
H 0.0391 2.7057 4.0195 0.5174
H 0.2321 -1.0594 2.0638 0.3472
H -1.1716 -1.4890 -0.6015 0.4533
C 0.9012 -1.9730 -2.0034 -0.3868
C -4.5527 0.7323 1.4278 0.5001
H 1.8422 -2.9049 -3.6397 0.3711
C -2.0461 0.6116 1.6788 2.1085
H -2.3336 0.7565 -0.5049 0.4682
C -1.6120 1.0080 0.2540 -1.1612
O -4.5896 -0.1121 0.3926 -0.4016
```

Kohn-Sham gap ... 9.63 eV
LUMO level ... 0.6 eV


*two*
Density functional theory data (ωB97M-V with the def2-TZVPD basis set) for a molecular structure, C15H17NO2.

The geometry in XYZ format:
```
35
Properties=species:S:1:pos:R:3:mulliken_charge:R:1
H 3.4313 -0.7417 -1.4368 0.2867
H 4.2149 -1.8400 0.7884 0.2155
C 3.1264 -1.2660 1.3784 -1.0932
C -2.3127 0.5191 -0.4147 0.2026
H 1.3045 -1.3865 -2.3796 0.3823
H 3.8048 2.0129 1.2668 0.5766
H 2.8504 1.7501 -1.2325 0.5467
H 4.1882 0.1926 2.5682 0.1915
C 2.7336 1.1538 -0.3957 -0.8992
O -5.1626 -1.9711 -0.1199 -0.4489
C 0.1395 0.0800 -1.5099 0.3309
C 2.4596 -0.3982 -0.8705 0.4314
C -0.9372 0.1065 -1.2134 -0.3034
H -3.1208 -1.3897 -0.7136 0.5044
C -5.4456 -0.8106 0.2734 0.4727
C 2.1684 -1.2553 0.1918 -0.8799
H -1.8345 2.8250 -0.3891 0.4361
H 4.6810 0.9272 0.2618 0.2192
H -6.0433 -2.6558 0.0264 0.4153
C 3.6703 1.1024 0.8726 -0.9872
C -4.4368 -0.0522 -0.0667 0.2918
O -6.6239 -0.4840 0.8022 -0.6790
H 1.7342 0.1945 -2.7858 0.8064
C -2.5123 1.9856 -0.3144 -0.3879
C -3.2976 -0.3807 -0.3824 -0.1735
C 1.4149 -0.3741 -2.1839 -1.5956
H 2.3494 0.2643 2.4278 0.1238
N -3.7020 2.3851 0.2058 -0.5508
H 2.0391 -2.3172 -0.1311 0.2546
C -4.5731 1.4234 0.4283 -0.2901
H -5.6086 2.0217 0.8617 0.2724
C 3.3251 0.0252 1.7448 0.0664
H 3.0741 -2.0658 1.9867 0.6007
H 1.6995 1.3770 0.1208 0.1701
H 1.2019 -0.9574 0.3343 0.4905
```

Kohn-Sham gap ... 8.45 eV
LUMO level ... -0.6 eV


Which structure wins on stability? *one* wins.


*one*
Density functional theory data (ωB97M-V with the def2-TZVPD basis set) for 2 unconnected molecules or ions with the total composition C5H10N2O.

The geometry in XYZ format:
```
18
Properties=species:S:1:pos:R:3:mulliken_charge:R:1
H 1.3392 -1.2124 1.8726 0.2203
H 0.5238 2.0008 1.7585 0.2469
C 0.2367 0.1534 0.7423 0.0284
H 0.7944 -1.2120 -3.1931 0.3941
O 1.1747 -1.4265 -4.0784 -0.6734
H 0.8965 -2.3473 -3.9341 0.3027
C 1.0224 -1.7353 -0.1676 -0.3464
C -1.6076 1.7805 1.2246 -1.3631
N 1.0473 -0.9288 0.9520 -0.1290
H -0.3208 0.7523 2.6903 0.3183
H -1.3800 2.5758 0.5123 0.3080
C -0.2403 1.2204 1.6947 -0.1592
H -2.0411 2.4118 2.0060 0.3926
H -0.8048 0.6386 -1.1856 0.4376
C -0.2462 -0.0275 -0.5550 -0.1964
H 1.7133 -2.5547 -0.2299 0.3641
H -2.3852 1.0688 0.9735 0.3874
N 0.2778 -1.1579 -1.0831 -0.5329
```

Kohn-Sham gap ... 9.46 eV
LUMO level ... 0.7 eV


*two*
Density functional theory data (ωB97M-V with the def2-TZVPD basis set) for C5H10N2O in the gas phase.

The geometry in XYZ format:
```
18
Properties=species:S:1:pos:R:3:mulliken_charge:R:1
N -1.5125 -0.2698 -1.1340 -0.3167
H -2.5877 -0.1160 1.3353 0.4439
H 2.2931 -1.2961 1.4075 0.2994
C -1.7598 0.4487 1.1603 -1.4142
C 2.3230 -1.5067 0.3634 -0.7650
N 0.0527 1.4837 -1.0540 -0.3951
H -1.1057 -0.9137 -1.8962 0.3232
O -1.2469 1.0341 -1.5796 -0.2891
H -1.2106 0.5753 2.0577 0.3787
H -0.5887 -1.3548 0.4496 0.5075
C 1.7573 -0.6653 -0.4813 -0.3841
H 3.1391 -2.0578 -0.0626 0.3024
H -0.2379 2.3916 -0.7542 0.3371
H -1.8767 1.4411 0.7073 0.2667
H 2.0992 -0.3651 -1.4902 0.3349
H 0.9481 0.9573 0.8299 0.4610
C 0.4097 0.5481 -0.0137 -0.2152
C -0.8956 -0.3346 0.1546 0.1248
```

Kohn-Sham gap ... 9.60 eV
LUMO level ... 1.0 eV


Which structure wins on stability? *one* wins.


*one*
Density functional theory data (ωB97M-V with the def2-TZVPD basis set) for C5H6O2 in the gas phase.

The geometry in XYZ format:
```
13
Properties=species:S:1:pos:R:3:mulliken_charge:R:1
H 1.3970 0.0664 0.9132 0.1928
H -0.1343 0.7047 -1.6578 0.3063
C 0.7759 0.4173 -1.1254 -1.2438
C 0.6062 0.6193 0.3773 0.2630
C -1.0262 -1.3099 0.4270 -0.4298
O -1.4653 0.6996 1.5501 -0.5843
O 0.6573 1.9771 0.7017 -0.5673
H -0.1181 2.1471 1.2631 0.4080
H -1.3627 -3.3821 -0.4365 0.4117
H 1.0023 -0.6235 -1.3666 0.3470
C -0.7183 0.0424 0.8591 0.1523
C -1.2063 -2.4081 -0.0279 0.3830
H 1.5924 1.0496 -1.4775 0.3611
```

Kohn-Sham gap ... 10.54 eV
LUMO level ... 0.0 eV


*two*
Density functional theory data (ωB97M-V with the def2-TZVPD basis set) for C5H6O2 in the gas phase.

The geometry in XYZ format:
```
13
Properties=species:S:1:pos:R:3:mulliken_charge:R:1
C -1.2745 -0.4153 0.5495 -0.6446
C -0.6136 -0.5846 -0.7946 -0.1409
C -0.6877 0.7714 -0.1826 -0.1991
H -0.8054 -0.8425 1.4272 0.2263
O 0.7014 -1.0574 -0.8926 -0.4356
C 0.7003 0.9850 0.3261 0.4042
H 2.3622 0.1511 -0.7567 0.2950
H -1.3360 -1.1500 -1.3394 0.4755
H -1.2744 1.6387 -0.4639 0.4033
H 1.9533 -0.7571 0.7180 0.2533
H -2.3678 -0.4303 0.5397 0.2703
C 1.5385 -0.2090 -0.1326 -0.3377
O 1.1037 1.9000 1.0019 -0.5701
```

Kohn-Sham gap ... 10.39 eV
LUMO level ... 0.9 eV


*three*
Density functional theory data (ωB97M-V with the def2-TZVPD basis set) for C5H6O2 in the gas phase.

The geometry in XYZ format:
```
13
Properties=species:S:1:pos:R:3:mulliken_charge:R:1
C 1.3362 -0.3838 -0.4824 0.0025
H -0.0442 1.1764 -0.8727 0.2486
O 0.5676 1.6727 1.5207 -0.5501
H 1.4726 -1.0492 -1.3559 0.3775
H -0.1053 -0.2772 1.7964 0.3058
C -0.0516 0.2278 -0.3138 0.3703
H -2.4670 -2.0277 -2.0524 0.4284
C -1.7988 -1.3873 -1.5194 0.2222
H 1.4708 1.3286 1.4397 0.3599
H -1.3049 0.9406 1.3178 0.3809
C -1.0471 -0.6525 -0.9299 -0.9802
C -0.2754 0.6077 1.1652 -0.6512
O 2.2471 -0.1761 0.2866 -0.5146
```

Kohn-Sham gap ... 10.75 eV
LUMO level ... 0.6 eV


*four*
Density functional theory data (ωB97M-V with the def2-TZVPD basis set) for a molecular structure, C5H6O2.

The geometry in XYZ format:
```
13
Properties=species:S:1:pos:R:3:mulliken_charge:R:1
H 2.6484 -1.6235 1.0784 0.2973
H -2.2452 1.1203 0.7150 0.3520
C -0.0080 -0.2199 -1.2090 -0.0103
C -1.4248 -0.2308 -0.8442 -0.2568
C -0.1448 -0.2215 0.3554 -0.7842
C -0.0776 1.3001 -0.0396 0.0458
O 0.4471 1.1153 -1.3445 -0.3880
H -2.1454 -1.0313 -0.9373 0.3543
H 0.4561 -0.9965 -1.8063 0.4157
H 0.3136 2.1074 0.5697 0.4046
C -1.4751 0.8681 -0.0004 -0.3022
O 2.2974 -1.1560 1.8442 -0.6453
H 1.3585 -1.0315 1.6185 0.5171
```

Kohn-Sham gap ... 9.79 eV
LUMO level ... 0.8 eV


Which structure wins on stability? *two* wins.